This record from the OMol25 dataset describes a 11-piece molecular cluster, C11H44N22O11 overall. The level of theory is wB97M-V/def2-TZVPD.

The geometry in XYZ format:
```
88
C11H44N22O11 | the OMol25 dataset | wB97M-V/def2-TZVPD
C 21.9111 12.5787 -1.3631
O 22.6261 11.7211 -0.8467
N 21.7429 12.6818 -2.7019
N 21.1373 13.3928 -0.5870
H 22.5022 12.3779 -3.2825
H 21.0920 13.3483 -3.1098
H 21.2505 13.1871 0.3865
H 20.5767 14.1154 -0.9973
C 19.9554 16.0229 -3.9001
O 20.2165 14.9892 -3.2882
N 19.0752 16.9531 -3.4600
N 20.6194 16.3628 -5.0461
H 18.6666 16.8511 -2.5478
H 18.8092 17.6595 -4.1265
H 21.3844 15.7628 -5.3047
H 20.5446 17.2852 -5.4371
C 17.4485 20.1822 -4.2814
O 18.2263 19.4228 -4.8384
N 16.6708 21.0730 -4.9757
N 17.2552 20.2008 -2.9292
H 15.9926 21.5441 -4.4029
H 16.6024 21.1555 -5.9708
H 17.6175 19.4718 -2.3441
H 16.8004 20.9974 -2.5236
C 19.6094 17.7057 0.5592
O 20.4865 18.1997 1.2402
N 18.9958 16.5246 0.8950
N 19.1919 18.1943 -0.6588
H 19.3214 16.0421 1.7129
H 18.1785 16.1539 0.4413
H 19.8596 18.6595 -1.2463
H 18.2509 18.0512 -1.0188
C 18.6267 19.1622 -8.3020
O 19.1512 20.2379 -8.4967
N 19.2991 18.0283 -7.9396
N 17.2686 18.9783 -8.5137
H 18.8637 17.1302 -7.8429
H 20.3002 18.0526 -7.8882
H 16.7973 18.1384 -8.2483
H 16.9075 19.8540 -8.8510
C 20.7679 13.1631 -8.1796
O 19.7185 12.5566 -8.3984
N 20.8292 14.2681 -7.3782
N 21.9676 12.7263 -8.6513
H 20.0751 14.4259 -6.7368
H 21.7117 14.7207 -7.1997
H 22.7791 13.2878 -8.4754
H 21.9787 11.7949 -9.0202
C 15.5289 18.2542 -0.1734
O 16.4839 17.8857 -0.8417
N 14.6969 19.2792 -0.5572
N 15.1700 17.6637 1.0020
H 15.0147 19.8363 -1.3271
H 13.8537 19.4638 -0.0499
H 14.3934 18.0087 1.5348
H 15.7581 16.9759 1.4354
C 24.5485 15.5218 -6.8595
O 23.6371 14.7961 -6.4674
N 25.3494 16.2017 -5.9876
N 24.8366 15.7499 -8.1874
H 26.1299 16.7515 -6.2863
H 25.0358 16.1101 -5.0371
H 25.2576 16.6533 -8.3252
H 24.3390 15.3506 -8.9593
C 15.3933 17.5349 -4.2543
O 15.8597 16.4299 -3.9984
N 14.5872 18.1908 -3.3823
N 15.7063 18.1807 -5.4261
H 14.4665 17.7770 -2.4770
H 14.2444 19.1008 -3.6239
H 16.5426 17.7993 -5.8358
H 15.5932 19.1803 -5.4491
C 17.1334 11.2395 -6.0679
O 16.3887 10.5523 -5.3921
N 17.4328 10.9434 -7.3581
N 17.8239 12.3207 -5.5671
H 18.1167 11.4347 -7.9147
H 16.8827 10.2192 -7.7790
H 18.2830 12.9420 -6.2033
H 17.5901 12.5254 -4.6094
C 17.1230 14.3227 -1.2777
O 17.7444 13.5433 -0.5681
N 15.9650 14.9100 -0.8195
N 17.4206 14.5628 -2.5796
H 15.3705 15.5213 -1.3412
H 15.7887 14.6857 0.1420
H 18.3740 14.4510 -2.9008
H 16.8526 15.1414 -3.1915
```

Computed properties:
relative energy (zero: lowest compared OMol25 entry of this formula, charge and spin): 1.6996 eV
spin multiplicity: 1
SMILES: NC(N)=O.NC(N)=O.NC(N)=O.NC(N)=O.NC(N)=O.NC(N)=O.NC(N)=O.NC(N)=O.NC(N)=O.NC(N)=O.NC(N)=O
HOMO energy: -0.3060 hartree
HOMO-LUMO gap: 0.27921 Ha
total energy: -2478.26384 Eh
lowest unoccupied orbital energy: -0.0268 hartree